No. 1
Computed, not measured: a structure of composition C14H13IrN3O4S2Si in a non-equilibrium geometry, with the ωB97M-V functional and the def2-TZVPD basis.

Lowest unoccupied orbital energy (spin up / spin down) (eV): -2.9539 / -3.1109
Spin multiplicity: 2
Expectation value of S²: 0.778
Total charge: 0
HOMO (spin up / spin down) (eV): -7.99 / -8.03

Each line ends with the Mulliken spin population.
Cartesian coordinates (Å):
Ir  0.69  -0.20  0.51  0.6885
O  -3.37  0.98  1.77  0.0030
C  -2.25  0.61  1.17  -0.0198
O  -1.50  -0.24  1.66  0.0493
C  -2.00  1.20  -0.14  0.0124
C  -2.81  2.18  -0.74  0.0084
C  -2.44  2.67  -1.97  -0.0009
C  -1.31  2.16  -2.61  -0.0034
C  -0.54  1.23  -1.94  -0.0031
N  -0.88  0.76  -0.75  -0.0126
C  0.80  0.66  -2.48  0.0037
O  1.04  0.78  -3.66  -0.0011
O  1.49  0.09  -1.59  -0.0296
H  -3.45  0.57  2.65  -0.0018
H  -3.68  2.53  -0.21  -0.0006
H  -3.02  3.45  -2.44  0.0000
H  -0.98  2.51  -3.58  0.0003
S  -0.39  2.60  2.06  0.0615
C  1.04  1.84  1.54  -0.0069
S  1.75  0.49  2.44  0.2879
C  1.93  2.68  0.75  -0.0027
C  3.21  2.96  1.20  -0.0067
N  4.27  3.18  1.60  -0.0059
C  1.49  3.24  -0.44  0.0011
N  1.10  3.67  -1.44  -0.0083
C  2.27  -3.28  -0.55  -0.0019
Si  0.79  -2.60  0.48  -0.0138
C  0.89  -3.16  2.32  0.0041
C  -0.88  -3.25  -0.24  -0.0018
H  2.21  -4.36  -0.58  -0.0002
H  3.23  -3.00  -0.13  0.0007
H  2.24  -2.91  -1.57  -0.0003
H  0.86  -4.24  2.36  0.0007
H  0.06  -2.77  2.89  -0.0007
H  1.81  -2.83  2.80  0.0006
H  -0.87  -4.34  -0.20  -0.0006
H  -1.03  -2.96  -1.27  0.0004
H  -1.73  -2.90  0.33  0.0001

=====

No. 2
Computed, not measured: a cluster of 2 separate species, C14H13N2O8S2 in total in a non-equilibrium geometry, with the ωB97M-V functional and the def2-TZVPD basis.

Lowest unoccupied orbital energy (eV): 1.5649
Spin multiplicity: 1
Total charge: -1
HOMO (eV): -5.07

Each line ends with the Mulliken charge.
Cartesian coordinates (Å):
C  -1.71  4.91  0.89  -1.2151
C  -1.72  3.53  0.27  -0.0916
O  -0.58  2.77  0.77  -0.3511
C  -0.50  1.54  0.17  0.5721
C  0.26  0.59  0.97  -0.6742
S  1.29  -0.69  0.43  1.4721
C  2.82  -0.12  -0.39  0.0290
C  2.85  -0.05  -1.79  -0.3081
C  4.05  0.20  -2.47  -0.6077
C  5.24  0.38  -1.77  -0.3242
C  5.23  0.31  -0.37  -0.5107
C  4.03  0.06  0.31  -0.3114
O  1.77  -1.33  1.63  -0.7360
O  0.68  -1.47  -0.62  -0.6500
O  -1.06  1.31  -0.91  -0.7136
H  -2.66  5.40  0.63  0.3773
H  -1.65  4.87  1.99  0.2991
H  -0.91  5.54  0.50  0.3012
H  -2.63  2.99  0.57  0.2371
H  -1.66  3.61  -0.83  0.2501
H  0.82  1.09  1.77  0.3262
H  1.94  -0.22  -2.35  0.3839
H  4.04  0.23  -3.56  0.3327
H  6.18  0.56  -2.31  0.3475
H  6.16  0.44  0.19  0.3342
H  4.04  -0.02  1.40  0.3611
O  -3.76  -5.23  2.33  -0.6071
N  -3.20  -4.14  2.55  0.9727
O  -3.05  -3.66  3.70  -0.6067
C  -2.70  -3.34  1.48  -0.1543
C  -2.84  -3.55  0.14  -0.2006
C  -2.43  -2.39  -0.55  -0.3248
N  -3.01  -2.11  -1.82  0.9985
O  -2.97  -0.96  -2.29  -0.5676
O  -3.58  -3.05  -2.42  -0.6510
C  -1.88  -1.38  0.26  -0.1736
S  -2.00  -1.78  1.91  0.0098
H  -3.30  -4.42  -0.32  0.4998
H  -1.60  -0.40  -0.07  0.6751

=====

No. 3
Computed, not measured: the molecule C14H13N3O5S in a non-equilibrium geometry, with the ωB97M-V functional and the def2-TZVPD basis.

Lowest unoccupied orbital energy (eV): -0.5600
Spin multiplicity: 1
Total charge: 0
HOMO (eV): -9.03
SMILES: CS(=O)(=O)Nc1ccc(C(=O)Nc2cccc([N+](=O)[O-])c2)cc1

Each line ends with the Mulliken charge.
Cartesian coordinates (Å):
C  -1.15  -5.10  3.18  -0.8622
H  -1.24  -5.51  4.18  0.3365
H  -0.87  -5.87  2.47  0.3081
H  -0.45  -4.28  3.16  0.3817
S  -2.78  -4.48  2.70  1.0639
O  -3.21  -3.52  3.67  -0.6065
O  -3.63  -5.57  2.37  -0.6385
N  -2.48  -3.72  1.24  -0.3217
C  -1.69  -2.61  1.02  1.0131
C  -1.27  -2.29  -0.27  -1.0035
C  -0.48  -1.18  -0.50  -0.7664
C  -0.07  -0.38  0.56  0.3447
C  -0.48  -0.72  1.85  -0.8343
C  -1.28  -1.81  2.09  -0.3213
H  -1.63  -2.04  3.08  0.5306
H  -0.15  -0.09  2.67  0.4336
C  0.81  0.81  0.40  0.6219
O  1.58  1.16  1.26  -0.6582
N  0.64  1.46  -0.80  -0.1024
C  1.31  2.59  -1.27  0.5246
C  0.92  3.09  -2.51  -0.2715
C  1.56  4.21  -3.03  -0.2497
C  2.58  4.84  -2.33  -0.5260
C  2.96  4.34  -1.10  -0.6372
C  2.33  3.22  -0.57  -0.5214
H  2.63  2.83  0.39  0.5279
H  3.75  4.81  -0.55  0.3918
H  3.06  5.71  -2.76  0.4787
N  1.15  4.71  -4.31  1.0336
O  1.71  5.70  -4.74  -0.6207
O  0.27  4.11  -4.90  -0.6178
H  0.13  2.63  -3.09  0.4601
H  -0.09  1.12  -1.40  0.1621
H  -0.15  -0.98  -1.51  0.4058
H  -1.57  -2.92  -1.10  0.3292
H  -2.75  -4.27  0.44  0.2112

=====

No. 4
Computed, not measured: a structure of composition C14H14Br2I2N5O2Tc in a non-equilibrium geometry, with the ωB97M-V functional and the def2-TZVPD basis.

Lowest unoccupied orbital energy (spin up / spin down) (eV): -12.2839 / -12.2306
Spin multiplicity: 2
Expectation value of S²: 0.762
Total charge: +3
HOMO (spin up / spin down) (eV): -17.09 / -17.05

Each line ends with the Mulliken spin population.
Cartesian coordinates (Å):
Tc  -0.46  0.00  -0.98  0.9194
Br  4.66  0.21  -0.56  0.0059
C  3.37  0.24  0.82  0.0054
C  3.73  0.29  2.16  -0.0050
C  2.79  0.32  3.18  0.0201
Br  3.36  0.39  4.98  0.0110
C  1.38  0.30  2.87  -0.0075
C  0.34  0.37  3.81  0.0175
C  -0.97  0.36  3.36  0.0022
C  -1.24  0.26  2.00  0.0183
N  -0.28  0.17  1.09  -0.0046
C  1.02  0.20  1.51  0.0165
C  2.00  0.18  0.45  0.0178
O  1.58  0.15  -0.75  -0.0131
H  4.79  0.31  2.41  0.0004
H  0.56  0.44  4.86  0.0011
H  -1.79  0.42  4.06  0.0002
H  -2.26  0.25  1.63  -0.0001
I  -0.58  -0.10  -3.89  -0.0033
C  -2.68  -0.63  -3.67  -0.0024
I  -3.24  -0.40  -1.59  -0.0123
H  -2.83  -1.66  -3.96  0.0001
H  -3.29  0.04  -4.28  -0.0001
N  -1.73  3.52  -2.68  0.0098
C  -0.90  3.21  -1.68  -0.0010
N  -0.25  4.20  -1.08  0.0086
O  -0.75  2.01  -1.30  0.0090
H  -1.86  4.47  -2.98  -0.0003
H  -2.29  2.82  -3.15  0.0000
H  -0.37  5.16  -1.36  -0.0005
H  0.40  4.02  -0.33  -0.0003
N  -0.07  -4.10  0.17  0.0047
C  -0.40  -4.27  -1.13  -0.0015
C  -0.53  -3.02  -1.65  0.0058
N  -0.29  -2.09  -0.68  -0.0346
C  -0.01  -2.79  0.42  0.0137
H  0.11  -4.85  0.83  -0.0006
H  -0.50  -5.24  -1.59  -0.0003
H  -0.76  -2.77  -2.67  -0.0024
H  0.24  -2.39  1.39  0.0027

=====

No. 5
Computed, not measured: a structure of composition C14H14BrCoNO2 in a non-equilibrium geometry, with the ωB97M-V functional and the def2-TZVPD basis.

Lowest unoccupied orbital energy (spin up / spin down) (eV): 3.4415 / 1.4671
Spin multiplicity: 5
Expectation value of S²: 6.033
Total charge: -1
HOMO (spin up / spin down) (eV): -4.42 / -4.64

Each line ends with the Mulliken spin population.
Cartesian coordinates (Å):
C  2.39  0.08  -1.70  0.0621
C  2.69  1.46  -1.85  0.0304
C  2.89  2.00  -0.55  0.0161
H  2.86  2.00  -2.77  0.0035
C  2.64  0.96  0.41  0.0531
C  2.40  -0.24  -0.32  0.0564
H  2.36  -1.24  0.08  0.0102
H  2.33  -0.66  -2.50  0.0090
H  3.33  2.98  -0.32  0.0049
H  2.85  1.04  1.48  0.0044
Co  0.96  1.46  -0.65  2.6470
Br  -1.20  1.47  -1.48  0.0728
C  -2.20  -2.37  -1.21  0.2755
C  -1.09  -3.03  -0.58  0.3353
C  -0.05  -3.16  -1.55  -0.0620
H  -1.04  -3.27  0.47  0.0078
C  -0.52  -2.60  -2.78  0.3881
C  -1.85  -2.13  -2.58  0.0144
H  -2.47  -1.58  -3.29  0.0025
H  -3.13  -2.09  -0.72  0.0028
H  0.94  -3.55  -1.37  0.0056
H  0.06  -2.48  -3.70  0.0214
O  -1.88  -1.01  1.56  0.0077
C  -1.55  0.14  1.81  0.0015
C  -2.21  1.00  2.88  0.0041
C  -1.31  2.19  3.03  0.0063
C  -0.24  1.96  1.97  -0.0162
O  0.74  2.70  1.82  0.0133
N  -0.50  0.86  1.22  0.0225
H  -3.20  1.32  2.56  0.0001
H  -2.31  0.45  3.81  0.0003
H  -1.83  3.12  2.81  -0.0006
H  -0.84  2.25  4.01  -0.0002

=====

No. 6
Computed, not measured: a structure of composition C14H14BrLaNO2 in a non-equilibrium geometry, with the ωB97M-V functional and the def2-TZVPD basis.

Lowest unoccupied orbital energy (spin up / spin down) (eV): 2.2099 / 2.2058
Spin multiplicity: 1
Total charge: -1
HOMO (spin up / spin down) (eV): -1.31 / -1.43

Each line ends with the Mulliken charge.
Cartesian coordinates (Å):
C  3.78  0.73  -0.99  -0.8143
C  2.98  1.65  -1.74  -0.5660
C  1.96  0.93  -2.40  -0.3271
C  2.05  -0.43  -2.02  -0.3888
C  3.21  -0.57  -1.19  -0.8522
La  1.77  0.53  0.81  0.8171
N  3.89  -1.53  1.83  -0.5666
C  1.27  2.72  1.63  -0.3909
C  1.35  3.67  0.67  -0.6332
H  1.28  1.33  -3.16  0.3731
H  3.17  2.72  -1.85  0.5405
H  1.42  -1.25  -2.38  0.4243
H  3.49  -1.49  -0.66  0.5752
H  4.59  1.00  -0.30  0.5050
H  2.32  3.81  0.25  0.3297
H  0.44  2.06  2.06  0.1901
H  3.65  -0.64  2.47  -0.0805
H  0.47  4.03  0.10  0.2344
H  2.00  2.47  2.53  0.2407
Br  -1.34  -2.71  -1.72  -0.1627
C  -2.72  -2.18  -0.56  0.1362
C  -3.90  -2.94  -0.49  -0.3636
C  -4.93  -2.57  0.40  -0.4096
C  -4.78  -1.40  1.16  -0.5558
C  -3.60  -0.64  1.05  -0.3959
C  -2.53  -1.05  0.26  0.4741
C  -1.19  -0.34  0.40  0.6177
O  -1.05  0.90  0.14  -0.6644
O  -0.13  -0.99  0.82  -0.7160
H  -4.02  -3.84  -1.09  0.3561
H  -5.83  -3.18  0.49  0.3460
H  -5.56  -1.11  1.87  0.3370
H  -3.50  0.27  1.63  0.3903

=====

No. 7
Computed, not measured: a cluster of 5 separate species, C14H14Cl5N2O8 in total in a non-equilibrium geometry, with the ωB97M-V functional and the def2-TZVPD basis.

Lowest unoccupied orbital energy (eV): 1.3870
Spin multiplicity: 1
Total charge: -1
HOMO (eV): -7.04

Each line ends with the Mulliken charge.
Cartesian coordinates (Å):
Cl  -0.12  1.41  1.75  1.7203
O  1.29  1.48  1.49  -0.6293
O  -0.81  0.98  0.57  -0.6943
O  -0.30  0.52  2.84  -0.6873
O  -0.72  2.69  2.15  -0.6597
C  -4.19  -1.68  0.01  -0.3085
C  -4.21  -2.45  1.17  -0.5714
C  -4.58  -3.73  1.05  -0.2571
C  -4.87  -4.25  -0.18  0.3725
C  -4.86  -3.50  -1.36  -0.2941
C  -4.64  -2.15  -1.22  -0.5556
N  -5.12  -5.69  -0.27  0.8667
O  -4.74  -6.22  -1.29  -0.5540
O  -5.68  -6.25  0.67  -0.5663
H  -3.78  -0.67  0.10  0.3652
H  -3.91  -1.97  2.12  0.3763
H  -4.57  -4.31  1.94  0.3868
H  -5.13  -4.05  -2.25  0.4073
H  -4.76  -1.50  -2.11  0.3300
C  2.41  1.70  -2.19  -0.3101
C  2.11  0.38  -2.03  -0.2575
C  2.82  -0.62  -2.63  -0.4024
C  3.96  -0.22  -3.36  0.2936
C  4.43  1.13  -3.40  -0.6163
C  3.64  2.07  -2.81  -0.1225
N  4.75  -1.28  -3.99  0.9245
O  5.89  -1.05  -4.29  -0.5892
O  4.22  -2.39  -3.98  -0.5952
H  1.76  2.44  -1.57  0.0419
H  1.31  0.13  -1.38  0.4505
H  2.38  -1.63  -2.49  0.3754
H  5.33  1.37  -3.89  0.4989
H  4.01  3.14  -2.77  0.2796
C  2.30  4.28  1.80  0.1556
Cl  1.89  4.53  0.16  -0.1480
Cl  3.81  5.11  2.23  -0.2222
H  1.55  4.58  2.47  0.2082
H  2.42  3.20  2.02  0.0300
C  0.93  2.79  4.85  0.6448
Cl  0.63  4.52  5.38  -0.2207
Cl  1.75  1.92  6.11  -0.1855
H  -0.03  2.34  4.67  0.2059
H  1.44  2.91  3.92  -0.4869

=====

What is the formula in the sixth record? C14H14BrLaNO2

=====

spin multiplicity of number 2 (C14H13N2O8S2)? 1

=====

Repeat the fourth record exactly.
Computed, not measured: a structure of composition C14H14Br2I2N5O2Tc in a non-equilibrium geometry, with the ωB97M-V functional and the def2-TZVPD basis.

Lowest unoccupied orbital energy (spin up / spin down) (eV): -12.2839 / -12.2306
Spin multiplicity: 2
Expectation value of S²: 0.762
Total charge: +3
HOMO (spin up / spin down) (eV): -17.09 / -17.05

Each line ends with the Mulliken spin population.
Cartesian coordinates (Å):
Tc  -0.46  0.00  -0.98  0.9194
Br  4.66  0.21  -0.56  0.0059
C  3.37  0.24  0.82  0.0054
C  3.73  0.29  2.16  -0.0050
C  2.79  0.32  3.18  0.0201
Br  3.36  0.39  4.98  0.0110
C  1.38  0.30  2.87  -0.0075
C  0.34  0.37  3.81  0.0175
C  -0.97  0.36  3.36  0.0022
C  -1.24  0.26  2.00  0.0183
N  -0.28  0.17  1.09  -0.0046
C  1.02  0.20  1.51  0.0165
C  2.00  0.18  0.45  0.0178
O  1.58  0.15  -0.75  -0.0131
H  4.79  0.31  2.41  0.0004
H  0.56  0.44  4.86  0.0011
H  -1.79  0.42  4.06  0.0002
H  -2.26  0.25  1.63  -0.0001
I  -0.58  -0.10  -3.89  -0.0033
C  -2.68  -0.63  -3.67  -0.0024
I  -3.24  -0.40  -1.59  -0.0123
H  -2.83  -1.66  -3.96  0.0001
H  -3.29  0.04  -4.28  -0.0001
N  -1.73  3.52  -2.68  0.0098
C  -0.90  3.21  -1.68  -0.0010
N  -0.25  4.20  -1.08  0.0086
O  -0.75  2.01  -1.30  0.0090
H  -1.86  4.47  -2.98  -0.0003
H  -2.29  2.82  -3.15  0.0000
H  -0.37  5.16  -1.36  -0.0005
H  0.40  4.02  -0.33  -0.0003
N  -0.07  -4.10  0.17  0.0047
C  -0.40  -4.27  -1.13  -0.0015
C  -0.53  -3.02  -1.65  0.0058
N  -0.29  -2.09  -0.68  -0.0346
C  -0.01  -2.79  0.42  0.0137
H  0.11  -4.85  0.83  -0.0006
H  -0.50  -5.24  -1.59  -0.0003
H  -0.76  -2.77  -2.67  -0.0024
H  0.24  -2.39  1.39  0.0027